No. 1
The following is a quantum chemistry calculation of a cluster of 14 separate species, C4H35N2O14S in total, from the Open Molecules 2025 dataset.

```
56
Properties=species:S:1:pos:R:3:forces:R:3
O -1.2010 -1.8736 -0.6027 -0.55 1.23 0.85
C -0.0078 -1.5709 -0.8129 -1.50 -2.15 -1.26
N 0.6294 -2.6482 -1.3566 1.18 -1.42 -1.29
C 1.8521 -2.7386 -2.1340 2.02 2.77 0.86
N 2.9519 -3.2818 -1.3785 1.29 -0.49 0.06
C 0.5100 -0.1678 -0.7172 0.42 -1.10 2.77
C 0.5602 0.3507 0.8518 0.42 -0.58 -3.38
S 1.2501 -1.0435 1.7409 0.24 -0.33 1.06
H 0.2187 -3.6160 -1.2746 -0.17 2.13 0.33
H 2.3072 -1.7544 -2.2557 -1.04 0.65 -0.61
H 1.7772 -3.1122 -3.1830 -0.47 -0.41 1.09
H 2.6091 -4.0713 -0.8947 0.15 -1.05 0.91
H 3.4501 -2.6525 -0.7000 -1.29 -0.68 -1.14
H 1.4812 -0.1412 -1.1139 1.45 0.19 -0.43
H -0.0967 0.4206 -1.3157 -1.42 1.35 -1.16
H 1.3714 1.1256 0.8024 -1.48 -0.06 0.24
H -0.4755 0.6957 1.1036 1.63 -0.38 -0.35
H -3.6588 -0.8881 0.8186 -0.87 -0.21 -0.50
H -2.2754 -0.7407 0.0527 -0.24 -0.49 0.56
O -2.8185 -0.4564 0.8343 0.78 0.86 0.37
H 0.4424 2.5491 3.3564 0.55 -0.37 -0.34
H 1.8340 1.9337 2.9774 -0.51 0.02 0.04
O 1.3468 2.7651 3.0701 0.22 0.60 0.09
H -1.6460 2.0747 -2.8237 -0.84 2.05 0.55
H -2.8739 2.6914 -2.1440 -0.41 -0.35 0.67
O -2.0268 2.9630 -2.5040 1.76 -1.83 -1.76
H -1.1724 -3.9146 2.3394 2.05 0.02 1.28
H 0.2810 -3.3084 2.9035 -1.68 -1.72 -1.11
O -0.2202 -4.1488 2.6041 -0.02 1.41 0.35
H -2.4674 -2.1316 -2.5485 0.61 -2.27 -2.63
H -1.7650 -3.4481 -2.9601 0.56 -0.60 0.40
O -2.3247 -2.7989 -3.3609 -1.11 2.89 2.28
H 3.5332 1.7578 -2.6642 0.20 -0.07 0.25
H 4.0815 0.3999 -2.0197 -1.27 0.98 -0.94
O 3.4785 0.8006 -2.7217 0.94 -0.96 0.78
H -0.8379 3.1560 -1.1993 0.06 0.20 0.76
H -0.6059 3.9894 0.0580 -1.05 3.10 1.43
O -0.3031 3.2531 -0.3713 0.81 -3.63 -2.83
H -1.9951 2.1713 2.1369 -0.69 -0.61 2.17
H -1.1726 2.3882 1.0150 -1.45 0.80 -0.68
O -2.1256 2.5564 1.2976 2.00 0.12 -0.67
H 3.7576 0.6735 0.4658 -0.34 0.97 0.63
H 3.2308 -0.7944 0.5109 1.06 1.56 -0.43
O 3.9427 -0.1681 0.0894 -0.78 -2.47 -0.08
H -3.1571 1.8990 -0.0181 4.54 -1.89 5.75
H -3.9307 3.0952 -0.4921 0.50 -1.60 0.19
O -3.6838 2.1472 -0.6570 -6.00 3.37 -6.07
H -1.7523 -3.1769 1.0678 -0.22 -0.13 -0.56
H -2.6896 -2.2010 1.6162 0.18 -1.66 0.33
O -2.5569 -3.2053 1.6114 -0.13 1.93 -0.31
H 0.0810 0.2688 3.6826 -2.77 2.38 -2.52
H -1.2712 0.3426 2.7284 0.95 0.41 0.75
O -0.6291 0.9571 3.1746 1.02 -3.03 2.65
H 1.8206 3.8762 -0.2066 -0.51 1.47 0.36
H 1.3557 4.1088 1.1364 -0.24 -0.15 1.31
O 1.5864 4.6425 0.3847 1.46 -0.74 -1.08
```
Positions in Å, forces in eV/Å.

Results
- LUMO level (eV) = 2.4
- net charge = -1
- relative energy (zero: lowest compared OMol25 entry of this formula, charge and spin) (eV) = 3.847
- highest occupied orbital energy (eV) = -4.6853

Charge distribution, Löwdin scheme, values in e: number 1, O, carries -0.063; number 2, C, carries -0.480; number 3, N, carries 0.079; number 4, C, carries -0.283; number 5, N, carries 0.007; number 6, C, carries -0.138; number 7, C, carries -0.614; number 8, S, carries 0.480; number 9, H, carries 0.171; number 10, H, carries 0.096; number 11, H, carries 0.128; number 12, H, carries 0.041; number 13, H, carries 0.080; number 14, H, carries 0.050; number 15, H, carries 0.080; number 16, H, carries 0.046; number 17, H, carries 0.023; number 18, H, carries 0.038; number 19, H, carries 0.028; number 20, O, carries -0.063; number 21, H, carries 0.017; number 22, H, carries 0.024; number 23, O, carries -0.075; number 24, H, carries 0.100; number 25, H, carries -0.008; number 26, O, carries -0.089; number 27, H, carries -0.004; number 28, H, carries 0.003; number 29, O, carries -0.182; number 30, H, carries 0.097; number 31, H, carries -0.014; number 32, O, carries -0.112; number 33, H, carries 0.022; number 34, H, carries 0.043; number 35, O, carries -0.098; number 36, H, carries 0.033; number 37, H, carries 0.002; number 38, O, carries -0.060; number 39, H, carries -0.003; number 40, H, carries 0.044; number 41, O, carries -0.070; number 42, H, carries -0.001; number 43, H, carries -0.026; number 44, O, carries -0.137; number 45, H, carries -0.109; number 46, H, carries 0.097; number 47, O, carries -0.022; number 48, H, carries 0.013; number 49, H, carries 0.048; number 50, O, carries -0.098; number 51, H, carries 0.123; number 52, H, carries 0.036; number 53, O, carries -0.240; number 54, H, carries 0.054; number 55, H, carries -0.018; number 56, O, carries -0.091

---

No. 2
The following is a quantum chemistry calculation of a structure of composition C4H36BO26, from the Open Molecules 2025 dataset.

```
67
Properties=species:S:1:pos:R:3:forces:R:3
O -9.2083 -32.8511 -12.5022 1.11 0.01 -0.19
C -9.8364 -32.4562 -11.5485 2.36 -2.10 -4.58
O -10.9287 -31.9252 -11.6919 -5.75 3.28 -0.34
B -11.5801 -31.7667 -10.3758 0.73 -0.38 -1.57
O -10.5810 -32.3668 -9.4927 -5.05 2.33 3.04
C -9.6745 -32.7937 -10.2052 5.06 -2.93 2.05
O -8.8000 -33.4869 -9.7899 1.74 -1.18 0.24
O -12.9204 -32.4094 -10.3090 4.10 -2.52 -1.78
C -13.6349 -31.5148 -9.8519 -5.98 0.83 2.57
O -14.7839 -31.6285 -9.4549 0.86 -0.47 -0.88
C -12.9054 -30.2841 -9.6840 -5.86 5.33 4.50
O -11.7682 -30.3146 -10.1020 5.23 -1.88 -2.28
O -13.4000 -29.3217 -9.0638 0.39 -1.67 -1.48
O -15.6478 -27.2280 -9.1067 -1.73 0.80 -0.01
H -15.7284 -28.0303 -9.6201 0.40 -0.54 -0.02
H -14.8016 -26.9861 -8.7383 0.90 -0.25 -0.41
O -13.7939 -29.7141 -12.6227 -0.56 1.44 1.55
H -13.0940 -30.0475 -13.1442 1.08 -1.44 -1.22
H -13.3549 -28.9030 -12.2777 -1.00 -0.29 0.07
O -15.8711 -28.3946 -6.6658 0.00 -1.45 1.42
H -15.7053 -28.2734 -7.5892 -0.44 0.56 -1.61
H -15.9345 -27.5432 -6.2760 -0.26 1.21 0.30
O -5.4655 -33.4595 -8.2148 2.48 0.16 -0.71
H -5.3034 -32.7153 -7.6385 -0.29 0.25 0.14
H -6.3534 -33.7019 -8.1032 -1.79 -0.57 0.61
O -12.3951 -31.7321 -7.2791 -0.43 0.42 0.11
H -12.5078 -32.1645 -6.4305 -0.34 0.08 0.18
H -11.6797 -32.1984 -7.6852 0.93 -0.53 -0.31
O -13.1080 -28.6065 -6.5345 -0.20 2.37 2.35
H -13.0507 -29.2876 -7.1385 0.79 -2.38 -2.05
H -14.0228 -28.3245 -6.6777 0.03 0.00 0.44
O -10.2464 -29.3332 -8.0643 -0.11 1.37 -1.01
H -10.2173 -29.5466 -7.1523 0.04 -0.51 1.23
H -10.2410 -30.1407 -8.5611 0.25 -0.62 0.08
O -13.4391 -26.1872 -8.2417 0.60 0.44 -0.58
H -13.3204 -25.9632 -7.3168 0.36 -0.25 0.10
H -12.6215 -26.6061 -8.5668 -0.33 0.00 0.77
O -15.4050 -31.1439 -6.7249 -0.48 -0.56 1.28
H -15.0420 -30.2829 -6.5641 -0.02 0.86 0.60
H -15.1295 -31.2912 -7.6072 0.35 -0.62 -1.56
O -12.9824 -27.6525 -10.9622 0.67 1.96 -1.33
H -13.0938 -26.7195 -10.7089 -0.23 -0.58 -0.25
H -13.1785 -28.1746 -10.1916 -0.32 -0.45 1.19
O -11.7094 -30.2573 -14.2579 -2.71 -2.22 -1.42
H -10.8770 -30.3094 -13.9089 3.62 -0.63 1.32
H -11.8656 -29.3560 -14.2609 -0.57 2.96 -0.40
O -6.5941 -33.1952 -12.1278 1.35 -0.06 0.08
H -6.3006 -32.4936 -11.5333 -0.27 -0.27 -0.11
H -7.4847 -33.0106 -12.4206 -0.43 0.12 0.16
O -10.3909 -28.6039 -11.9277 -0.41 1.02 -0.47
H -10.9184 -29.3049 -11.5177 -0.19 0.45 -0.11
H -10.9887 -27.8118 -11.9864 0.60 -1.32 0.42
O -8.0552 -34.3116 -7.2796 0.99 0.19 2.55
H -8.3840 -34.3789 -8.1329 -1.21 -0.04 -2.88
H -8.4662 -35.0277 -6.8041 -0.01 -0.30 0.37
O -7.6012 -31.4222 -7.9932 0.21 0.45 1.17
H -7.7595 -32.2802 -8.3497 -0.23 -1.04 -0.16
H -7.6358 -30.8730 -8.7607 -0.18 0.99 -0.77
O -16.7350 -29.8139 -9.4482 -0.83 2.89 -1.47
H -16.0981 -30.4783 -9.5516 1.19 -1.91 0.31
H -17.3966 -29.9791 -8.8103 -0.56 -0.72 1.10
O -8.6182 -29.9527 -10.3316 1.25 -1.01 -0.74
H -7.9950 -29.9529 -11.0961 -0.87 0.22 0.81
H -9.2089 -29.2089 -10.4593 -0.11 0.58 -0.23
O -8.6312 -31.2568 -14.6456 0.18 0.84 -0.61
H -8.2637 -30.5601 -14.1027 0.36 0.41 -0.11
H -9.0205 -31.8098 -13.9813 -0.47 -1.10 0.50
```
Positions in Å, forces in eV/Å.

Results
- LUMO level (eV) = 1.7
- net charge = -1
- relative energy (zero: lowest compared OMol25 entry of this formula, charge and spin) (eV) = 3.108
- highest occupied orbital energy (eV) = -8.1334

Charge distribution, Löwdin scheme, values in e: number 1, O, carries 0.140; number 2, C, carries -0.466; number 3, O, carries 0.333; number 4, B, carries -0.766; number 5, O, carries 0.309; number 6, C, carries -0.493; number 7, O, carries 0.190; number 8, O, carries 0.358; number 9, C, carries -0.447; number 10, O, carries 0.129; number 11, C, carries -0.460; number 12, O, carries 0.270; number 13, O, carries 0.094; number 14, O, carries -0.067; number 15, H, carries 0.014; number 16, H, carries -0.046; number 17, O, carries -0.025; number 18, H, carries -0.045; number 19, H, carries 0.011; number 20, O, carries -0.032; number 21, H, carries -0.017; number 22, H, carries 0.047; number 23, O, carries -0.039; number 24, H, carries 0.029; number 25, H, carries -0.056; number 26, O, carries 0.026; number 27, H, carries 0.075; number 28, H, carries 0.025; number 29, O, carries -0.040; number 30, H, carries -0.060; number 31, H, carries -0.014; number 32, O, carries -0.001; number 33, H, carries 0.036; number 34, H, carries -0.010; number 35, O, carries -0.037; number 36, H, carries 0.069; number 37, H, carries 0.071; number 38, O, carries -0.029; number 39, H, carries -0.016; number 40, H, carries -0.036; number 41, O, carries -0.042; number 42, H, carries 0.074; number 43, H, carries -0.026; number 44, O, carries 0.030; number 45, H, carries -0.029; number 46, H, carries 0.015; number 47, O, carries -0.058; number 48, H, carries 0.028; number 49, H, carries -0.034; number 50, O, carries -0.058; number 51, H, carries 0.011; number 52, H, carries 0.072; number 53, O, carries -0.009; number 54, H, carries -0.030; number 55, H, carries 0.053; number 56, O, carries -0.023; number 57, H, carries -0.036; number 58, H, carries -0.007; number 59, O, carries -0.003; number 60, H, carries -0.035; number 61, H, carries 0.037; number 62, O, carries -0.027; number 63, H, carries 0.090; number 64, H, carries 0.019; number 65, O, carries -0.034; number 66, H, carries 0.028; number 67, H, carries -0.028